Record 1
Formula: C5H7N3
Source: OMol25
Level of theory: wB97M-V/def2-TZVPD

Properties
**E**: -9766.35102 eV
**Frontier orbital gap**: 9.50 eV
**Maximum force**: 1.6 eV Å⁻¹
**HOMO energy**: -8.751 eV
**Lowest unoccupied orbital energy**: 0.754 eV

Geometry as XYZ:
```
15
Properties=species:S:1:pos:R:3:forces:R:3:lowdin_charge:R:1
H -1.814 1.627 -2.006 -0.089 -0.136 0.302 0.0529
N -1.017 1.030 -1.797 0.102 0.182 -0.384 0.0990
C -1.122 0.348 -0.739 -0.742 0.138 0.140 -0.2623
C -0.037 -0.520 -0.325 0.511 -0.182 -0.329 -0.3159
C 1.224 -0.545 -1.151 0.306 -0.799 0.127 -0.0489
C -0.181 -1.282 0.731 -0.125 -0.040 0.166 -0.1582
N -0.222 -1.811 1.820 0.185 0.233 0.577 0.1743
H -1.992 0.351 -0.068 0.042 0.134 -0.191 0.1192
H 2.125 -0.489 -0.525 -0.219 0.008 -0.167 0.0807
H 1.184 0.293 -1.828 0.090 0.219 -0.173 0.0565
H 1.276 -1.474 -1.744 0.056 0.393 0.143 0.0858
H -0.568 -2.746 1.976 -0.112 -0.187 -0.300 0.0749
C 0.405 1.724 1.890 0.529 -0.974 0.727 -0.0893
N -0.114 2.565 1.337 -0.675 1.235 -0.741 0.0794
H 0.854 0.928 2.428 0.141 -0.224 0.103 0.0519
```
Positions in Å, forces in eV/Å.

Record 2
Formula: C5H7N3
Source: OMol25
Level of theory: wB97M-V/def2-TZVPD

Properties
**E**: -9761.10725 eV
**Frontier orbital gap (spin up / spin down)**: 7.16 / 7.21 eV
**Maximum force**: 4.4 eV Å⁻¹
**HOMO energy (spin up / spin down)**: -7.791 / -7.937 eV
**Lowest unoccupied orbital energy (spin up / spin down)**: -0.633 / -0.727 eV

Geometry as XYZ:
```
15
Properties=species:S:1:pos:R:3:forces:R:3:lowdin_charge:R:1
C 3.956 -0.004 0.110 0.372 0.711 0.396 -0.3488
C 0.838 1.455 -0.133 1.485 -4.142 -0.015 0.1154
C 2.687 -0.276 0.490 -2.549 -1.074 0.518 0.0090
C 1.698 -1.144 -0.315 2.720 2.221 0.191 -0.2865
C -1.474 0.572 0.355 0.604 -0.035 -2.034 -0.0064
N 5.024 0.446 0.141 1.079 -0.005 -0.608 0.1428
N 0.373 -0.897 0.118 -1.942 0.247 0.061 -0.0527
N -0.022 0.514 0.029 0.386 -0.562 0.643 -0.2307
H 0.506 2.421 -0.247 -1.277 2.164 0.005 0.0173
H 1.938 -0.684 -1.308 -1.246 -1.087 0.105 0.1204
H 1.993 -2.210 -0.287 -0.376 0.529 0.055 0.1356
H -1.997 1.059 -0.466 -0.025 -0.121 -0.116 0.0940
H -1.869 -0.425 0.488 0.010 -0.059 0.090 0.0821
H -1.573 1.180 1.188 -0.357 0.935 1.803 0.0638
H 0.049 -1.219 1.059 1.114 0.279 -1.095 0.1446
```
Positions in Å, forces in eV/Å.